1.
# C26H77NO23

A 12-piece molecular cluster, C26H77NO23 overall in a non-equilibrium geometry (ωB97M-V/def2-TZVPD, the OMol25 dataset).

XYZ file:
```
127
Properties=species:S:1:pos:R:3
C 0.775 -0.029 -0.336
C -0.534 -0.809 -0.518
C -0.816 -1.776 0.627
O 0.167 -2.766 0.639
C 0.059 -3.607 1.762
N -1.677 0.077 -0.678
H 0.930 0.252 0.710
H 0.765 0.794 -1.051
H 1.669 -0.612 -0.574
H -0.446 -1.435 -1.409
H -1.878 -2.057 0.668
H -0.780 -1.146 1.536
H -0.932 -4.073 1.798
H 0.086 -3.076 2.725
H 0.861 -4.337 1.793
H -1.661 0.677 0.164
H -1.402 0.777 -1.358
C 2.633 4.582 1.348
C 3.071 3.305 0.661
O 3.168 3.428 -0.753
O 3.637 5.582 1.197
H 2.441 4.502 2.412
H 1.722 4.919 0.841
H 2.410 2.447 0.852
H 4.054 3.002 1.028
H 2.315 3.704 -1.139
H 3.732 5.807 0.267
C -3.282 0.605 -5.044
C -4.665 1.116 -4.694
O -4.678 2.526 -4.550
O -2.464 0.556 -3.868
H -2.776 1.221 -5.789
H -3.285 -0.403 -5.474
H -4.981 0.635 -3.763
H -5.393 0.806 -5.449
H -4.483 2.689 -3.616
H -2.384 -0.369 -3.552
C 5.313 1.031 -2.149
C 3.971 0.311 -2.151
O 3.803 -0.546 -3.281
O 6.436 0.197 -1.998
H 5.283 1.733 -1.313
H 5.352 1.660 -3.049
H 3.202 1.091 -2.117
H 3.842 -0.273 -1.239
H 3.954 0.017 -4.048
H 6.782 -0.050 -2.858
C -6.071 2.332 -0.650
C -4.570 2.519 -0.477
O -3.998 2.802 -1.731
O -6.682 1.786 0.497
H -6.205 1.674 -1.517
H -6.552 3.286 -0.865
H -4.145 1.629 0.002
H -4.415 3.324 0.256
H -3.050 2.980 -1.642
H -6.608 0.829 0.483
C -3.983 -2.496 -1.647
C -3.443 -2.711 -3.054
O -2.122 -2.164 -3.236
O -4.230 -1.133 -1.359
H -3.370 -2.971 -0.871
H -4.961 -2.982 -1.557
H -4.106 -2.280 -3.801
H -3.365 -3.791 -3.232
H -1.578 -2.739 -2.665
H -3.367 -0.682 -1.217
C -1.375 2.892 1.512
C -1.162 3.733 2.757
O 0.101 3.457 3.363
O -1.802 1.579 1.906
H -0.538 2.874 0.815
H -2.256 3.310 1.013
H -1.954 3.607 3.497
H -1.127 4.790 2.475
H 0.130 2.547 3.685
H -1.132 1.221 2.517
C -0.228 -6.255 -1.834
C 0.534 -5.003 -2.179
O -0.278 -3.856 -1.948
O -0.478 -6.322 -0.435
H 0.297 -7.165 -2.152
H -1.147 -6.281 -2.431
H 0.799 -5.048 -3.237
H 1.439 -4.912 -1.576
H -0.018 -3.485 -1.085
H -1.399 -6.555 -0.298
C 3.331 -3.610 0.642
C 3.976 -4.948 0.924
O 4.781 -4.864 2.097
O 4.292 -2.638 0.242
H 2.798 -3.261 1.524
H 2.560 -3.721 -0.126
H 4.568 -5.304 0.078
H 3.164 -5.666 1.115
H 5.599 -5.340 1.944
H 4.369 -2.685 -0.716
C -0.455 -0.036 4.817
C -1.636 0.754 5.372
O -2.866 0.504 4.697
O 0.122 0.619 3.677
H -0.863 -0.992 4.467
H 0.284 -0.207 5.601
H -1.442 1.829 5.290
H -1.758 0.455 6.412
H -2.698 0.523 3.746
H 1.065 0.366 3.669
C 3.455 -1.281 4.447
C 3.874 -0.694 5.779
O 5.108 -0.005 5.591
O 2.796 -0.305 3.636
H 2.732 -2.083 4.606
H 4.314 -1.735 3.949
H 4.006 -1.491 6.518
H 3.118 0.021 6.118
H 5.380 0.386 6.426
H 3.475 0.254 3.239
C -0.098 4.591 -2.663
C -0.245 3.195 -3.210
O -1.347 2.579 -2.568
O 0.573 4.506 -1.389
H -1.079 5.049 -2.533
H 0.488 5.208 -3.352
H 0.686 2.631 -3.078
H -0.438 3.208 -4.288
H -1.791 1.904 -3.141
H 0.304 5.257 -0.852
```

Computed properties:
* molar mass: 771.89 g/mol
* lowest unoccupied orbital energy: 0.37 eV
* spin multiplicity: 1
* SMILES string: COC[C@H](C)N.OCCO.OCCO.OCCO.OCCO.OCCO.OCCO.OCCO.OCCO.OCCO.OCCO.OCCO
* relative energy (zero: lowest compared OMol25 entry of this formula, charge and spin): 0.00 kcal/mol

These are the Löwdin partial charges, in e, on atoms 1 to 5: atom 1 (C): -0.01, atom 2 (C): -0.39, atom 3 (C): -0.20, atom 4 (O): -0.19, atom 5 (C): -0.09

---

2.
# C2H10N4

A 3-piece molecular cluster, C2H10N4 overall in a non-equilibrium geometry (ωB97M-V/def2-TZVPD, the OMol25 dataset).

XYZ file:
```
16
Properties=species:S:1:pos:R:3
C -3.637 3.657 0.606
C 2.291 -1.519 -1.540
N -4.312 3.383 1.655
N 2.178 -2.064 0.693
N -3.886 3.411 2.909
N 1.665 -1.920 -0.364
H -4.080 3.548 -0.370
H -2.619 4.014 0.678
H 1.732 -0.711 -2.021
H 3.329 -1.225 -1.353
H 2.273 -2.351 -2.258
H -5.279 3.052 1.549
H 1.691 -2.398 1.526
H -2.997 3.852 3.109
H -4.560 3.334 3.657
H 0.074 -2.234 -0.623
```

Computed properties:
* molar mass: 90.13 g/mol
* lowest unoccupied orbital energy: -8.54 eV
* net charge: +2
* spin multiplicity: 1
* relative energy (zero: lowest compared OMol25 entry of this formula, charge and spin): 96.29 kcal/mol

These are the natural (NBO) partial charges, in e, on atoms 1 to 5: atom 1 (C): -0.02, atom 2 (C): -0.49, atom 3 (N): -0.19, atom 4 (N): -0.12, atom 5 (N): -0.58

---

3.
# C39H58AlAsN7OSbSi3

C39H58AlAsN7OSbSi3 as an isolated structure (ωB97M-V/def2-TZVPD, the OMol25 dataset).

XYZ file:
```
111
Properties=species:S:1:pos:R:3
Al -0.517 -0.803 1.421
N -0.327 3.684 1.777
C 0.009 2.405 1.725
N -0.824 1.415 1.499
C -2.153 1.748 1.298
N -3.060 0.825 1.176
N -2.500 -0.421 1.203
C -3.304 -1.405 1.243
C -2.699 -2.734 1.211
C -3.441 -3.893 1.203
C -2.766 -5.109 1.103
C -1.391 -5.095 1.005
C -0.725 -3.875 1.024
N -1.354 -2.712 1.133
C -2.569 3.140 1.238
C -3.879 3.525 0.931
C -4.204 4.861 0.884
C -3.233 5.834 1.145
C -1.937 5.475 1.450
C -1.618 4.122 1.490
H 0.406 4.361 1.927
H 1.046 2.191 1.915
H -4.378 -1.252 1.264
H -4.520 -3.847 1.256
H -3.313 -6.042 1.091
H -0.822 -6.009 0.904
H 0.346 -3.834 0.933
H -4.616 2.760 0.726
H -5.213 5.163 0.640
H -3.499 6.882 1.103
H -1.181 6.226 1.646
C 0.092 -2.602 -1.875
Sb 1.630 -1.101 -1.554
C 1.318 -0.992 0.692
C 2.140 0.178 1.142
C 2.528 0.321 2.492
C 3.354 1.358 2.874
C 3.775 2.274 1.913
C 3.349 2.079 0.612
N 2.557 1.068 0.233
Si 2.457 -2.464 1.245
C 1.925 -3.213 2.907
C 4.218 -1.854 1.422
C 2.664 -3.908 0.045
C 0.619 0.251 -3.038
C -0.871 0.036 -2.968
C -1.623 -0.115 -4.141
C -2.994 -0.258 -4.091
C -3.619 -0.231 -2.852
C -2.816 -0.073 -1.740
N -1.485 0.049 -1.768
Si 1.553 -0.405 -4.616
C 1.245 0.591 -6.178
C 3.414 -0.326 -4.334
C 1.072 -2.174 -5.001
Si 0.809 2.150 -3.006
C 2.557 2.699 -3.373
C 0.318 2.872 -1.357
C -0.400 2.922 -4.214
H 0.552 -3.588 -1.899
H -0.369 -2.415 -2.842
H -0.700 -2.572 -1.130
H 2.201 -0.420 3.213
H 3.680 1.454 3.903
H 4.435 3.094 2.160
H 3.654 2.761 -0.174
H 2.718 -3.059 3.644
H 1.786 -4.294 2.819
H 1.003 -2.787 3.306
H 4.408 -1.281 2.331
H 4.522 -1.244 0.566
H 4.867 -2.733 1.444
H 1.790 -4.503 -0.215
H 3.369 -4.580 0.544
H 3.132 -3.591 -0.888
H -1.123 -0.114 -5.099
H -3.567 -0.378 -5.002
H -4.691 -0.326 -2.751
H -3.280 -0.030 -0.761
H 1.465 1.653 -6.063
H 0.234 0.497 -6.579
H 1.925 0.206 -6.944
H 3.697 0.067 -3.359
H 3.881 0.304 -5.096
H 3.852 -1.323 -4.421
H -0.008 -2.320 -5.070
H 1.469 -2.887 -4.275
H 1.500 -2.431 -5.974
H 3.242 2.372 -2.588
H 2.588 3.792 -3.420
H 2.944 2.322 -4.320
H 1.095 2.659 -0.628
H -0.622 2.424 -1.031
H 0.184 3.954 -1.448
H -0.437 2.431 -5.184
H -0.131 3.968 -4.383
H -1.411 2.904 -3.797
C -0.798 1.297 5.116
As -0.981 -0.575 4.802
C -2.795 -1.098 5.062
C 0.187 -1.561 5.935
O -0.551 -0.890 3.210
H 0.229 1.585 4.894
H -1.485 1.824 4.456
H -1.033 1.530 6.154
H -3.086 -0.945 6.101
H -2.895 -2.151 4.804
H -3.423 -0.489 4.412
H 0.028 -1.257 6.969
H 1.213 -1.353 5.639
H -0.017 -2.623 5.823
```

Computed properties:
* molar mass: 948.86 g/mol
* lowest unoccupied orbital energy: -6.21 eV
* net charge: +2
* spin multiplicity: 1
* relative energy (zero: lowest compared OMol25 entry of this formula, charge and spin): 0.00 kcal/mol

These are the Löwdin partial charges, in e, on atoms 1 to 5: atom 1 (Al): 0.15, atom 2 (N): 0.17, atom 3 (C): -0.12, atom 4 (N): 0.15, atom 5 (C): -0.25

---

4.
# C5H8N2

One molecule with the formula C5H8N2 in a non-equilibrium geometry (ωB97M-V/def2-TZVPD, the OMol25 dataset).

XYZ file:
```
15
Properties=species:S:1:pos:R:3
C -2.453 -0.211 -0.403
N -1.107 0.081 0.013
C -0.033 -0.745 -0.075
C 1.068 0.012 0.329
C 2.476 -0.375 0.281
C 0.524 1.306 0.574
N -0.785 1.315 0.384
H -2.585 -0.013 -1.471
H -3.119 0.429 0.174
H -2.678 -1.260 -0.196
H -0.092 -1.751 -0.475
H 1.642 0.031 -0.829
H 2.774 -1.418 0.202
H 3.264 0.338 0.511
H 1.051 2.211 0.855
```

Computed properties:
* molar mass: 96.13 g/mol
* lowest unoccupied orbital energy: 0.88 eV
* spin multiplicity: 1
* relative energy (zero: lowest compared OMol25 entry of this formula, charge and spin): 95.33 kcal/mol

These are the natural (NBO) partial charges, in e, on atoms 1 to 5: atom 1 (C): -0.40, atom 2 (N): -0.15, atom 3 (C): -0.13, atom 4 (C): -0.27, atom 5 (C): -0.63